An isolated ion of composition C3H9NO2 and charge +1. Source: OMol25; level of theory: ωB97M-V/def2-TZVPD.

```
! RIJCOSX wB97M-V def2-TZVPD def2/J DEFGRID3
* xyz 1 2
C -0.70 -0.23 -0.69
C -1.13 -0.58 0.76
O -2.45 -1.04 0.62
N 0.38 0.69 -0.74
C 1.70 0.35 -0.17
O 2.43 1.49 0.09
H -0.46 -1.16 -1.23
H -1.58 0.20 -1.16
H -1.07 0.33 1.35
H -0.49 -1.36 1.17
H -2.70 -1.49 1.44
H 0.48 1.15 -1.66
H 1.52 -0.32 0.66
H 2.22 -0.17 -0.99
H 1.86 2.13 0.54
*
```

For the HOMO energy (spin up / spin down), the calculation gives -15.12 / -15.10 eV. The LUMO energy (spin up / spin down) comes out at -3.341 / -8.594 eV. As for the frontier orbital gap (spin up / spin down): 11.7786 / 6.5106 eV.



A 2-piece molecular cluster, C4H6N3 overall. Source: OMol25; level of theory: ωB97M-V/def2-TZVPD.

```
! RIJCOSX wB97M-V def2-TZVPD def2/J DEFGRID3
* xyz 1 1
C 2.75 3.53 -0.81
C -0.58 0.29 0.42
C -1.67 -1.80 -0.33
C -0.58 -2.30 0.52
N 1.84 2.94 -0.44
N -0.99 -0.88 0.48
N -0.23 1.37 0.67
H 3.62 4.02 -0.94
H -1.47 -1.71 -1.41
H -2.76 -2.25 -0.27
H -0.66 -2.63 1.55
H 0.33 -2.75 -0.01
H 0.39 2.17 0.55
*
```

For the HOMO energy, the calculation gives -15.37 eV. The LUMO energy comes out at -3.644 eV. As for the frontier orbital gap: 11.7307 eV.



C33H63MoN12OS as an isolated structure. Source: OMol25; level of theory: ωB97M-V/def2-TZVPD.

```
! RIJCOSX wB97M-V def2-TZVPD def2/J DEFGRID3
* xyz 3 3
Mo 0.05 0.82 -0.36
C 0.98 0.30 -5.96
N 1.32 0.74 -4.60
C 2.45 1.65 -4.56
C 0.60 0.33 -3.54
N 0.31 1.15 -2.50
C 0.10 2.56 -2.91
C -0.59 3.35 -1.81
N 0.08 3.04 -0.52
C 1.47 3.58 -0.53
C 2.47 2.48 -0.82
N 2.12 1.29 -0.02
C 3.08 0.80 0.79
N 3.06 -0.49 1.16
C 3.65 -0.96 2.41
C 2.54 -1.56 0.33
N 4.12 1.54 1.25
C 4.05 2.93 1.67
C 5.48 0.99 1.31
C -0.67 3.53 0.67
C -0.15 2.82 1.91
N -0.16 1.36 1.70
C -0.14 0.58 2.80
N -0.80 -0.61 2.76
C -2.25 -0.60 2.62
C -0.28 -1.79 3.45
N 0.47 0.93 3.93
C -0.02 0.51 5.25
C 1.66 1.77 3.99
N 0.14 -0.95 -3.56
C -1.28 -1.23 -3.38
C 0.87 -2.02 -4.22
H 0.97 1.18 -6.60
H 1.72 -0.41 -6.35
H 0.00 -0.15 -5.99
H 3.23 1.25 -5.21
H 2.18 2.65 -4.93
H 2.85 1.72 -3.56
H 1.04 3.06 -3.15
H -0.51 2.60 -3.81
H -0.54 4.42 -2.01
H -1.64 3.08 -1.73
H 1.54 4.38 -1.27
H 1.66 4.04 0.44
H 2.41 2.19 -1.86
H 3.48 2.82 -0.64
H 3.80 -0.13 3.10
H 2.96 -1.67 2.87
H 4.60 -1.47 2.25
H 2.33 -1.19 -0.67
H 3.29 -2.35 0.26
H 1.63 -1.98 0.75
H 3.02 3.27 1.71
H 4.48 3.02 2.67
H 4.61 3.58 1.00
H 5.53 0.04 0.77
H 6.16 1.69 0.83
H 5.82 0.84 2.34
H -0.55 4.61 0.77
H -1.73 3.32 0.52
H 0.85 3.19 2.14
H -0.78 3.08 2.77
H -2.57 0.27 2.05
H -2.58 -1.51 2.12
H -2.72 -0.57 3.61
H 0.78 -1.67 3.65
H -0.80 -1.97 4.40
H -0.43 -2.66 2.81
H -1.04 0.14 5.17
H 0.62 -0.25 5.69
H -0.03 1.39 5.90
H 2.16 1.76 3.02
H 1.43 2.80 4.28
H 2.34 1.35 4.73
H -1.76 -0.43 -2.81
H -1.77 -1.30 -4.36
H -1.41 -2.18 -2.88
H 1.92 -1.76 -4.30
H 0.77 -2.92 -3.61
H 0.47 -2.25 -5.21
C -5.55 1.25 0.77
C -5.30 0.60 -0.59
N -4.47 -0.61 -0.50
C -5.18 -1.91 -0.47
C -5.45 -2.41 0.94
C -3.15 -0.57 -0.45
S -2.39 1.00 -0.58
N -2.53 -1.76 -0.34
C -1.25 -1.98 -0.37
O -0.30 -1.09 -0.55
C -0.80 -3.38 -0.22
C 0.42 -3.79 -0.75
C 0.82 -5.11 -0.64
C 0.00 -6.03 0.01
C -1.22 -5.62 0.54
C -1.63 -4.31 0.41
H -6.16 2.14 0.63
H -4.61 1.55 1.24
H -6.08 0.58 1.44
H -4.83 1.30 -1.28
H -6.24 0.30 -1.04
H -4.58 -2.63 -1.03
H -6.11 -1.76 -1.01
H -4.51 -2.56 1.48
H -5.97 -3.36 0.89
H -6.07 -1.71 1.50
H 1.05 -3.08 -1.27
H 1.75 -5.44 -1.07
H 0.31 -7.06 0.10
H -1.86 -6.34 1.04
H -2.59 -3.99 0.79
*
```

For the HOMO energy (spin up / spin down), the calculation gives -16.12 / -16.12 eV. The LUMO energy (spin up / spin down) comes out at -9.377 / -8.561 eV. As for the frontier orbital gap (spin up / spin down): 6.7455 / 7.5549 eV.



C55H48FN4OP2STi as an isolated structure. Source: OMol25; level of theory: ωB97M-V/def2-TZVPD.

```
! RIJCOSX wB97M-V def2-TZVPD def2/J DEFGRID3
* xyz 2 2
Ti 1.30 -0.49 1.40
C 0.04 2.13 2.50
C 1.30 2.74 3.05
C 2.65 2.26 2.56
C 3.72 3.12 2.77
C 5.00 2.71 2.46
C 5.19 1.44 1.95
C 4.08 0.65 1.74
N 2.81 1.03 2.03
N -0.12 0.65 2.68
C -1.52 0.33 2.26
C -1.77 -1.14 2.34
C -3.00 -1.63 2.74
C -3.20 -3.00 2.76
C -2.16 -3.82 2.39
C -0.96 -3.24 2.02
N -0.75 -1.92 1.99
C 0.08 0.21 4.11
C 1.26 -0.71 4.31
C 1.73 -0.98 5.58
C 2.75 -1.90 5.74
C 3.29 -2.51 4.62
C 2.79 -2.17 3.38
N 1.79 -1.29 3.23
H -0.04 2.32 1.42
H -0.81 2.63 2.97
H 1.31 2.68 4.14
H 1.23 3.81 2.82
H 3.53 4.09 3.19
H 5.84 3.38 2.62
H 6.16 1.06 1.69
H 4.20 -0.32 1.32
H -1.64 0.68 1.24
H -2.22 0.88 2.89
H -3.79 -0.94 3.03
H -4.16 -3.41 3.07
H -2.26 -4.90 2.38
H -0.14 -3.88 1.72
H -0.81 -0.34 4.43
H 0.16 1.07 4.76
H 1.28 -0.48 6.43
H 3.13 -2.13 6.73
H 4.09 -3.24 4.70
H 3.20 -2.61 2.48
O 3.37 0.98 -0.98
S 1.88 0.96 -1.05
C 1.37 2.67 -1.33
C 2.42 3.55 -1.62
C 2.15 4.91 -1.74
C 0.87 5.38 -1.54
C -0.17 4.49 -1.26
C 0.06 3.12 -1.18
P -1.27 1.88 -0.85
C -1.78 1.36 -2.53
C -1.29 1.92 -3.71
C -1.78 1.49 -4.94
C -2.75 0.50 -5.00
C -3.25 -0.06 -3.82
C -2.76 0.38 -2.59
C -2.69 2.90 -0.30
C -3.53 3.59 -1.18
C -4.59 4.34 -0.69
C -4.84 4.41 0.67
C -4.01 3.73 1.56
C -2.95 2.98 1.07
C 1.42 0.20 -2.59
C 1.95 0.78 -3.74
C 1.58 0.28 -4.97
C 0.65 -0.76 -5.05
C 0.16 -1.34 -3.89
C 0.58 -0.91 -2.63
P 0.24 -1.85 -1.10
C -1.39 -2.62 -1.37
C -2.50 -1.97 -0.83
C -3.78 -2.48 -1.00
C -3.97 -3.65 -1.73
C -2.87 -4.31 -2.27
C -1.59 -3.80 -2.09
C 1.41 -3.28 -1.31
C 1.82 -4.00 -0.18
C 2.62 -5.13 -0.28
C 3.06 -5.56 -1.53
C 2.70 -4.83 -2.65
C 1.89 -3.71 -2.54
H 3.42 3.15 -1.72
H 2.96 5.59 -1.99
H 0.66 6.44 -1.59
H -1.17 4.87 -1.11
H -0.54 2.70 -3.68
H -1.40 1.93 -5.85
H -3.13 0.17 -5.96
H -4.01 -0.82 -3.86
H -3.18 -0.04 -1.68
H -3.37 3.53 -2.25
H -5.24 4.87 -1.39
H -5.67 4.99 1.05
H -4.19 3.79 2.62
H -2.31 2.46 1.77
H 2.62 1.63 -3.67
H 1.99 0.71 -5.88
H 0.33 -1.12 -6.01
H -0.55 -2.16 -3.97
H -2.36 -1.04 -0.28
H -4.63 -1.96 -0.58
H -4.97 -4.05 -1.87
H -3.01 -5.22 -2.83
H -0.74 -4.35 -2.49
H 1.56 -3.64 0.80
H 2.90 -5.67 0.61
H 3.69 -6.43 -1.61
H 3.06 -5.14 -3.63
H 1.63 -3.18 -3.45
F 2.61 -1.39 0.60
*
```

For the HOMO energy (spin up / spin down), the calculation gives -12.74 / -12.74 eV. The LUMO energy (spin up / spin down) comes out at -4.877 / -5.076 eV. As for the frontier orbital gap (spin up / spin down): 7.8667 / 7.6645 eV.



C18H32N10TeY as an isolated structure. Source: OMol25; level of theory: ωB97M-V/def2-TZVPD.

```
! RIJCOSX wB97M-V def2-TZVPD def2/J DEFGRID3
* xyz 3 1
Y -0.06 0.60 -0.11
C 4.21 -1.06 0.57
C 2.77 -0.80 0.31
N 2.23 0.36 0.32
C 2.98 1.61 0.55
C 2.03 2.79 0.77
N 0.92 2.81 -0.23
C -0.15 3.84 0.00
C -1.45 3.26 0.56
N -1.92 2.09 -0.24
C -3.09 1.35 0.34
C -3.25 -0.03 -0.30
N -1.95 -0.75 -0.27
C -1.82 -2.00 -0.50
C -2.92 -2.94 -0.88
C -0.41 -2.54 -0.36
C -0.10 -3.88 -0.37
C 1.22 -4.26 -0.16
C 2.20 -3.29 0.06
C 1.82 -1.96 0.05
N 0.54 -1.62 -0.17
H 4.83 -0.21 0.28
H 4.58 -1.94 0.05
H 4.36 -1.22 1.65
H 3.63 1.80 -0.30
H 3.63 1.53 1.43
H 2.61 3.71 0.72
H 1.59 2.74 1.77
H 1.35 3.03 -1.12
H -0.36 4.31 -0.96
H 0.20 4.63 0.66
H -2.19 4.06 0.58
H -1.32 2.92 1.59
H -2.21 2.45 -1.15
H -4.02 1.90 0.22
H -2.91 1.24 1.41
H -3.60 0.06 -1.33
H -4.01 -0.58 0.26
H -3.82 -2.41 -1.17
H -3.16 -3.59 -0.03
H -2.60 -3.58 -1.70
H -0.86 -4.64 -0.53
H 1.50 -5.30 -0.16
H 3.22 -3.58 0.24
N -0.84 -1.67 4.67
N -0.57 -0.56 3.94
N -0.13 0.54 4.51
C 0.09 1.31 3.45
N -0.21 0.68 2.30
N -0.64 -0.54 2.65
H -0.95 -1.42 5.65
H -1.59 -2.21 4.26
H 0.46 2.32 3.54
C 1.59 0.01 -4.15
Te 0.05 1.13 -3.21
C -1.56 0.11 -4.15
H 1.33 -1.04 -4.12
H 2.53 0.19 -3.62
H 1.67 0.37 -5.17
H -1.54 0.37 -5.20
H -2.50 0.44 -3.71
H -1.43 -0.96 -4.01
*
```

For the HOMO energy, the calculation gives -17.07 eV. The LUMO energy comes out at -9.515 eV. As for the frontier orbital gap: 7.5530 eV.